[1]
Entry from the OMol25 dataset: C3H6N2S in the gas phase at a distorted geometry (ωB97M-V with the def2-TZVPD basis set).

Properties
* LUMO energy: -0.04 eV
* charge: 0
* energy above the lowest of the compared OMol25 structures with the same formula, charge and spin: 382.68 kJ/mol
* DFT total energy: -17020.0748 eV
* gap between HOMO and LUMO: 0.314 Ha
* F_max: 6.479 eV/Å
* spin multiplicity: 1

Each line ends with the Mulliken charge.
Cartesian coordinates (Å):
S 1.8599 -1.8495 -0.0530  -0.23
N -0.3922 -0.1538 -0.2623  -0.10
N -1.3490 -1.1595 -0.0216  -0.35
C 1.8011 0.9337 0.1154  -0.97
C -2.6119 -0.7429 -0.0233  -0.35
C 1.1174 -0.3455 -0.1078  0.22
H 2.3766 0.9653 0.9511  0.31
H -2.8513 0.3789 -0.2564  0.26
H -0.6581 0.7503 0.1529  0.34
H 2.6548 1.0403 -0.7152  0.27
H 1.3311 1.8598 -0.3065  0.34
H -3.2785 -1.6771 0.5268  0.26


[2]
Entry from the OMol25 dataset: a molecular structure, C4H12BCsO at a distorted geometry (ωB97M-V with the def2-TZVPD basis set).

Properties
* LUMO energy (spin up / spin down): -3.29 / -8.49 eV
* charge: +1
* DFT total energy: -7602.8910 eV
* gap between HOMO and LUMO (spin up / spin down): 0.372 / 0.181 Ha
* <S²>: 0.7529
* F_max: 5.451 eV/Å
* spin multiplicity: 2

Each line ends with the Mulliken charge.
Cartesian coordinates (Å):
Cs 26.5543 10.0472 -15.0514  1.03
O 25.2719 12.6550 -14.6341  -0.34
C 26.0506 13.7799 -14.2887  -0.45
C 23.7987 14.4079 -14.8692  -0.46
C 25.1618 14.9798 -14.5016  -0.57
C 23.8687 12.9866 -14.4413  -0.57
B 28.3526 10.2887 -17.9259  0.24
H 27.9413 10.6149 -18.8686  0.09
H 23.1920 12.3384 -14.9981  0.34
H 22.9632 14.9227 -14.3949  0.31
H 27.6391 9.7237 -17.3463  -0.38
H 23.7261 14.2857 -15.9499  0.25
H 25.5584 15.6880 -15.2291  0.28
H 25.0934 15.5839 -13.5970  0.30
H 26.9434 13.6688 -14.9041  0.30
H 29.1471 9.5925 -18.1455  0.11
H 26.3903 13.7644 -13.2531  0.27
H 28.6835 11.1500 -17.3665  -0.04
H 23.6809 12.9121 -13.3701  0.29


[3]
Entry from the OMol25 dataset: a molecular structure, C17H13ClIrN2O4Te at a distorted geometry (ωB97M-V with the def2-TZVPD basis set).

Properties
* LUMO energy (spin up / spin down): -10.62 / -10.14 eV
* charge: +2
* DFT total energy: -51646.4814 eV
* gap between HOMO and LUMO (spin up / spin down): 0.193 / 0.211 Ha
* <S²>: 0.8569
* F_max: 1.456 eV/Å
* spin multiplicity: 2

Each line ends with the Mulliken charge.
Cartesian coordinates (Å):
Ir 0.7849 -0.2314 -0.5104  0.75
Te -1.3795 -1.2759 0.6145  0.71
Cl 0.4157 0.3707 -2.6180  -0.38
O 1.2604 -0.5330 1.3510  -0.36
O 2.8885 -0.9878 2.8275  -0.62
O 5.7505 -1.2429 2.4268  -0.46
O 7.0311 -1.0829 0.6178  -0.49
N 2.7225 -0.6135 -0.6692  0.00
N 3.6346 -0.6626 -1.6552  -0.08
C 4.7463 -0.8998 0.2433  0.55
C -1.2042 0.7339 1.0402  0.39
C -4.0638 -0.9913 -2.8150  -0.56
C -0.8136 3.4387 1.4265  -0.38
C 2.5276 -0.7715 1.7121  0.82
C 5.9526 -1.0854 1.1282  0.53
C -0.6193 2.5345 2.5015  -0.65
C 4.8536 -0.8267 -1.1490  -0.39
C -1.1959 3.0024 0.1657  -0.84
C -0.7842 1.1917 2.3136  -0.63
C -2.8949 -1.0265 -2.0695  -0.16
C -5.3858 -1.1918 -0.8042  -0.65
C -4.2306 -1.2267 -0.0373  -0.62
C 3.3953 -0.7665 0.4953  -0.41
C -1.4275 1.6552 -0.0344  0.20
C -3.0008 -1.1361 -0.6877  0.67
C -5.2994 -1.0709 -2.1847  -0.50
H -4.3076 -1.3283 1.0397  0.36
H -1.3455 3.7110 -0.6369  0.47
H 5.7389 -0.8806 -1.7650  0.56
H -6.2044 -1.0455 -2.7765  0.42
H -1.9351 -0.9863 -2.5623  0.34
H 3.3526 -0.5843 -2.6243  0.25
H -0.6715 4.4978 1.6030  0.45
H -6.3498 -1.2640 -0.3197  0.41
H -1.8129 1.2911 -0.9798  0.52
H -0.3340 2.9196 3.4716  0.45
H -4.0068 -0.9117 -3.8919  0.42
H 4.8162 -1.2127 2.6965  0.37
H -0.6043 0.4901 3.1164  0.52


[4]
Entry from the OMol25 dataset: C5H7NO2 in the gas phase at a distorted geometry (ωB97M-V with the def2-TZVPD basis set).

Properties
* LUMO energy: 0.80 eV
* charge: 0
* energy above the lowest of the compared OMol25 structures with the same formula, charge and spin: 213.10 kJ/mol
* DFT total energy: -10881.4087 eV
* gap between HOMO and LUMO: 0.364 Ha
* F_max: 1.066 eV/Å
* spin multiplicity: 1

Each line ends with the Mulliken charge.
Cartesian coordinates (Å):
O -0.6401 -1.1991 -1.2678  -0.39
O -0.2498 2.1381 0.0782  -0.39
N 2.1147 -1.0418 0.7099  -0.43
C 1.1710 -0.6312 0.1759  0.14
C -1.1350 -2.2999 -0.5233  -0.74
C 0.9599 2.2125 0.8204  -0.80
C -0.0409 -0.2305 -0.4899  0.46
C -0.6181 0.9849 -0.4776  -0.01
H -0.3273 -2.8130 0.0227  0.32
H 0.9380 1.5334 1.6781  0.35
H -1.5697 -2.9843 -1.2513  0.22
H 1.8124 1.9623 0.1862  0.37
H -1.5516 1.1000 -1.0170  0.41
H -1.9008 -1.9728 0.1956  0.30
H 1.0372 3.2414 1.1598  0.20


[5]
Entry from the OMol25 dataset: 5 unconnected molecules or ions with the total composition C28H46N3O12 at a distorted geometry (ωB97M-V with the def2-TZVPD basis set).

Properties
* LUMO energy: 1.76 eV
* charge: -1
* DFT total energy: -58818.3286 eV
* gap between HOMO and LUMO: 0.195 Ha
* F_max: 1.165 eV/Å
* spin multiplicity: 1

Each line ends with the Mulliken charge.
Cartesian coordinates (Å):
O -5.1526 -4.6178 2.7493  -0.35
O 5.6163 2.3436 -6.3738  -0.35
O -1.4741 1.3566 6.0019  -0.61
O -3.4291 -0.0680 3.3521  -0.39
O -3.4687 0.5195 1.2413  -0.58
O 6.1305 3.1638 -8.3441  -0.60
O 4.1550 -0.6930 -0.8765  -0.42
O -3.1838 -5.1794 3.5327  -0.53
O 3.5444 -2.0853 -4.2831  -0.42
O -2.7251 2.9072 -2.7094  -0.62
O 0.4280 1.4765 4.9228  -0.36
O 3.7893 -0.3016 -3.1747  -0.03
N 3.5395 -0.2683 1.4317  -0.65
N 4.0128 -1.6543 -3.2810  0.17
N 0.6897 3.3865 -2.5736  -0.35
C -2.0811 -1.5533 4.7488  -0.78
C -2.7688 0.5405 -2.3843  -0.60
C 6.6512 0.7981 -4.7887  -1.02
C -3.4622 -1.0450 4.4008  -0.29
C 1.8674 3.2309 4.0099  -1.11
C 5.3826 1.2294 -5.4912  0.46
C -0.1804 3.1390 -1.3985  -0.54
C -0.8974 1.8158 -1.5528  -0.10
C -2.1876 -0.6186 -1.9109  -0.33
C -0.8395 1.8749 5.1196  0.91
C 3.6297 1.5473 -1.6764  -0.82
C 6.5816 0.8507 -8.0807  -0.86
C 2.1147 3.5487 -2.2319  -0.77
C -6.4999 -4.9220 2.3851  -0.42
C -3.3418 -0.3680 2.0414  0.63
C -4.3353 -5.4792 3.3884  0.86
C -4.9032 -6.7551 3.9667  -1.19
C -2.9931 -1.7779 1.6374  -0.37
C 3.2689 0.0930 -1.8493  -0.31
C -0.9536 -0.5760 -1.2685  -1.13
C -0.3110 0.6331 -1.0881  0.13
C -2.1188 1.7580 -2.1985  0.50
C -1.4212 2.9779 4.2689  -1.04
C 6.0759 2.2017 -7.6224  0.70
C 3.0365 2.4468 -2.7857  -0.42
C -7.4627 -4.6985 3.5332  -1.00
C 1.2165 1.8811 3.7930  -0.08
C 3.7539 -0.5206 0.3195  0.67
H -6.5692 -5.9307 1.9743  0.36
H -7.3876 -3.6714 3.8904  0.29
H 2.4519 4.5019 -2.6582  0.31
H 3.8665 2.9138 -3.3205  0.07
H 0.6155 2.5661 -3.1609  0.27
H 4.8994 0.4099 -6.0234  0.36
H -5.1059 -6.5958 5.0249  0.27
H 6.3231 0.7321 -9.1304  0.30
H 6.4341 -0.0083 -4.0891  0.29
H 7.6657 0.8335 -7.9781  0.24
H -3.5238 -2.0155 0.7180  0.27
H -1.4378 -0.7160 5.0048  0.13
H -5.8100 -7.1044 3.4791  0.36
H 6.1600 0.0080 -7.5398  0.31
H 1.1271 4.0220 4.1359  0.30
H -0.4762 -1.4826 -0.9183  0.62
H 0.6539 0.6943 -0.6006  0.22
H -7.2436 -5.3530 4.3772  0.28
H 0.3989 3.1597 -0.4730  0.23
H -2.1248 -2.2389 5.5956  0.37
H -3.3686 3.1949 -2.0534  0.34
H 2.4801 3.2120 4.9119  0.32
H 0.6223 1.8465 2.8794  0.16
H -3.2738 -2.5265 2.3743  0.07
H -3.8881 -0.5128 5.2504  0.35
H -3.7185 0.5294 -2.9038  0.44
H -6.7336 -4.2358 1.5727  0.35
H -4.1525 -7.5347 3.8638  0.33
H -2.4687 2.7459 4.0905  0.25
H -1.3493 3.9158 4.8192  0.30
H 2.5010 3.4847 3.1600  0.36
H -1.9213 -1.8248 1.4494  0.13
H -2.7085 -1.5524 -2.0878  0.45
H 3.2233 1.8767 -0.7182  0.42
H -0.9435 3.0945 3.2999  0.31
H -8.4880 -4.8843 3.2118  0.38
H 2.2734 3.6308 -1.1550  0.34
H 4.6673 1.5840 -4.7569  -0.57
H 4.7288 1.6655 -1.5877  0.49
H 2.5241 1.8147 -3.5150  0.57
H 1.9822 1.1143 3.6939  0.29
H -0.9164 3.9448 -1.3436  0.37
H 7.0785 1.6371 -4.2380  0.30
H -1.6215 -2.0764 3.9100  0.25
H 7.4096 0.4532 -5.4944  0.36
H -4.1491 -1.8604 4.1585  0.19


[6]
Entry from the OMol25 dataset: 3 unconnected molecules or ions with the total composition C7H17NO2 at a distorted geometry (ωB97M-V with the def2-TZVPD basis set).

Properties
* LUMO energy (spin up / spin down): -0.52 / 0.67 eV
* charge: 0
* energy above the lowest of the compared OMol25 structures with the same formula, charge and spin: 540.89 kJ/mol
* DFT total energy: -13115.1349 eV
* gap between HOMO and LUMO (spin up / spin down): 0.204 / 0.304 Ha
* F_max: 3.199 eV/Å
* spin multiplicity: 1

Each line ends with the Mulliken charge.
Cartesian coordinates (Å):
O 1.5219 0.0009 -2.6269  -0.55
O 3.5430 -0.9599 -2.2025  -0.48
N 1.4490 1.2727 -0.2954  -0.74
C 2.5943 0.5706 -0.6129  -0.19
C -1.5715 0.1322 0.7811  0.89
C 2.5606 -0.1415 -1.7673  0.46
C -1.1498 0.7304 2.0852  -1.23
C -1.5284 1.0062 -0.3851  -0.92
C -2.6076 -0.9429 0.8373  -1.56
C 0.2816 -1.2892 0.2847  -0.95
H -2.3593 -1.7027 1.5805  0.36
H -0.1445 1.1484 2.0068  0.25
H -2.1456 1.9031 -0.2618  0.42
H 0.6158 -0.1774 0.3904  0.23
H -1.7967 0.5088 -1.3157  0.27
H 3.4218 0.4276 0.0718  0.29
H 0.9988 0.7360 -2.2498  0.36
H -3.5714 -0.5057 1.1310  0.39
H -1.1634 -0.0046 2.8914  0.31
H 1.6091 1.8653 0.5113  0.13
H -1.8133 1.5613 2.3510  0.41
H 0.0526 -1.8389 1.1914  0.31
H -0.3513 -1.5979 -0.5416  0.24
H -0.3766 1.4023 -0.5138  0.21
H 1.3162 -1.4973 -0.0869  0.39
H -2.7440 -1.4286 -0.1297  0.37
H 3.3588 -1.1792 -3.1247  0.34


[7]
Entry from the OMol25 dataset: a molecular structure, C25H44OP2V at a distorted geometry (ωB97M-V with the def2-TZVPD basis set).

Properties
* LUMO energy (spin up / spin down): -4.04 / -4.19 eV
* charge: +1
* energy above the lowest of the compared OMol25 structures with the same formula, charge and spin: 481.24 kJ/mol
* DFT total energy: -72936.1312 eV
* gap between HOMO and LUMO (spin up / spin down): 0.207 / 0.199 Ha
* <S²>: 2.0414
* F_max: 6.077 eV/Å
* spin multiplicity: 3

Each line ends with the Mulliken charge.
Cartesian coordinates (Å):
V -1.3427 0.5249 -0.2798  -0.92
P -0.3449 -4.1423 0.3404  0.12
P 0.0041 2.7628 -0.1238  1.43
O -0.2865 0.9201 -2.8632  -0.60
C 3.4767 0.5295 -2.2411  -1.72
C -1.1268 -4.1780 2.0323  -1.03
C -2.7019 1.3450 -1.2700  -0.07
C 3.2846 0.0742 -0.8458  0.43
C -0.2535 -2.3415 0.3201  0.32
C -2.5036 -0.6964 0.6901  -0.29
C -3.9864 0.6685 -0.9285  -1.15
C 1.9479 0.6085 2.5964  -1.88
C -2.8286 2.7472 0.9562  -0.81
C -0.2729 -0.1366 -2.2103  0.54
C 3.0846 2.4083 0.1809  -0.60
C 0.2499 3.6063 -1.7217  -1.58
C 2.5736 -2.3987 1.8626  -0.83
C 2.5896 0.1370 1.3512  0.67
C -2.0730 2.4078 -0.3084  -0.49
C 2.8255 -1.2194 1.0025  0.41
C -2.8925 1.5405 1.9201  -1.16
C -1.9792 0.4128 1.5133  0.65
C -3.7964 -0.6119 -0.0530  -1.28
C 3.4630 -2.4966 -1.1339  -1.40
C 3.2515 -1.2575 -0.3605  0.45
C -1.8342 -4.2340 -0.7844  -0.92
C 2.9751 0.9342 0.2379  0.82
C 0.4043 -1.3677 -2.7777  -0.91
C 0.1734 4.1785 1.0147  -1.23
H 4.2695 1.2951 -2.3035  0.44
H -0.0265 2.9223 -2.5309  0.22
H 3.7425 -0.3074 -2.8987  0.31
H -2.3410 -1.7017 1.0845  0.41
H 2.5091 -3.0536 -1.2299  0.15
H -1.2538 0.1533 2.2929  0.71
H -4.6963 1.3550 -0.4338  0.23
H -3.8371 3.1063 0.6891  0.45
H -0.0743 5.1117 0.4961  0.43
H -2.6057 1.8895 2.9271  0.40
H 0.3977 -1.8317 1.0298  0.47
H -0.6067 -4.9614 2.5946  0.38
H 1.3042 3.8802 -1.8220  0.58
H -4.6561 -0.6695 0.6329  0.53
H 2.3341 2.8315 -0.5209  -0.30
H -0.1038 -1.6624 -3.7121  0.40
H 4.1935 -3.1513 -0.6296  0.39
H -3.9335 1.1934 2.0089  0.22
H 2.5504 0.9977 -2.6312  0.23
H -2.2008 -4.4040 2.0100  0.34
H 3.5175 -2.9076 2.1271  0.41
H 3.8408 -2.2679 -2.1422  0.32
H -1.9708 -5.2710 -1.1325  0.43
H 4.0848 2.6895 -0.2018  0.49
H 2.0704 -2.1158 2.8020  0.28
H 1.9792 1.7049 2.6697  0.30
H 2.9394 2.8506 1.1739  0.32
H -0.9495 -3.2102 2.5152  0.27
H -1.6863 -3.6039 -1.6701  0.22
H -3.9234 -1.5226 -0.6659  0.34
H -4.4631 0.3622 -1.8850  0.45
H -0.2982 -1.7980 -0.6450  -0.98
H 2.4640 0.1923 3.4758  0.53
H 1.9463 -3.1372 1.3358  0.20
H -0.3788 4.5017 -1.7565  0.58
H -2.7351 -3.9182 -0.2456  0.22
H -2.0231 3.3334 -0.9069  0.87
H 1.2051 4.2413 1.3890  0.31
H -2.3608 3.5961 1.4743  0.31
H 0.8863 0.3003 2.6527  0.00
H 1.4651 -1.1418 -2.9500  0.08
H 0.4073 -2.2516 -2.1342  -0.01
H -2.5740 1.6266 -2.3209  0.68
H -0.4893 4.0285 1.8714  0.41


[8]
Entry from the OMol25 dataset: 2 unconnected molecules or ions with the total composition C5H13N3 at a distorted geometry (ωB97M-V with the def2-TZVPD basis set).

Properties
* LUMO energy: 0.89 eV
* charge: 0
* energy above the lowest of the compared OMol25 structures with the same formula, charge and spin: 278.26 kJ/mol
* DFT total energy: -9863.4823 eV
* gap between HOMO and LUMO: 0.328 Ha
* F_max: 5.294 eV/Å
* spin multiplicity: 1

Each line ends with the Mulliken charge.
Cartesian coordinates (Å):
N 1.3265 0.5389 1.2562  -0.61
N -1.8995 -2.2791 0.2934  -0.58
N -0.7283 -1.3162 2.1341  -0.35
C 0.8580 0.1929 -0.0248  0.58
C -0.4864 1.3582 -2.0738  -1.25
C -1.0668 -1.5179 0.8427  0.04
C 1.6298 -0.4800 -0.8903  -0.89
C -0.2240 1.4807 -0.5949  -0.51
H 0.0420 -0.6858 2.3225  0.26
H -1.0688 0.4662 -2.2981  0.30
H 1.2450 -0.8422 -1.8258  0.31
H 0.2919 2.4128 -0.3526  0.40
H 2.2577 0.1997 1.4560  0.17
H -1.0190 2.2314 -2.4539  0.40
H 2.6321 -0.7781 -0.6251  0.25
H -1.1307 1.4418 0.0120  0.39
H -0.6176 -0.6155 0.0957  0.21
H -1.2201 -1.7908 2.8758  0.19
H 1.2109 1.5089 1.5166  0.21
H 0.4653 1.2708 -2.6069  0.32
H -2.4979 -2.7966 0.9412  0.19